Record 1
The following is a quantum chemistry calculation of a cluster of 3 separate species, C5H13NO2 in total, from OMol25.

Properties
- SMILES string: C=CCNC=C.O.O
- Frontier orbital gap: 9.017 eV
- HOMO: -8.38 eV
- Lowest unoccupied orbital energy: 0.023 Ha
- Charge: 0

Atoms and positions in Å:
C (0.2296, -2.9571, 1.9078)
C (0.5224, -2.3686, 0.7584)
C (-0.0478, -1.0453, 0.2538)
N (-0.6262, -1.0539, -1.0918)
C (0.1036, -1.6104, -2.1578)
C (-0.0727, -1.3289, -3.4669)
H (0.7216, -3.8598, 2.2428)
H (-0.7287, -2.6891, 2.3347)
H (1.4746, -2.4887, 0.2428)
H (-0.8414, -0.7583, 0.9456)
H (0.8424, -0.3965, 0.2953)
H (-0.8763, -0.0921, -1.3067)
H (0.9632, -2.1735, -1.8065)
H (-0.7853, -0.5540, -3.7282)
H (0.6506, -1.8673, -4.0462)
O (0.3277, 2.4664, -2.2083)
H (1.0355, 3.1116, -2.2747)
H (0.6741, 1.5664, -2.2482)
O (-0.5754, 5.5092, 5.0890)
H (-0.3924, 4.8996, 5.8193)
H (-0.8212, 4.8699, 4.4055)

Atoms 1-6, force components in eV/Å:
C -1.0 -0.4 -1.1
C 1.1 1.5 -0.4
C -0.1 -1.1 0.4
N 0.2 0.3 -0.3
C 0.1 1.1 0.2
C 0.5 -0.4 2.3

Results of the natural (NBO) charge analysis, in e, for atoms 1 through 2:
1. C -0.382
2. C -0.177


Record 2
The following is a quantum chemistry calculation of a structure of composition C26H43N3RuS2, from OMol25.

Properties
- ⟨S²⟩: 8.76
- Frontier orbital gap (alpha / beta): 7.118 / 6.046 eV
- HOMO (alpha / beta): -16.52 / -17.88 eV
- Lowest unoccupied orbital energy (alpha / beta): -0.346 / -0.435 Ha
- Multiplicity: 6
- Charge: +3

Atoms and positions in Å:
Ru (0.4265, -0.2603, -0.1384)
S (-0.0757, -2.4304, -0.5258)
S (-0.0329, 2.0356, -0.1571)
C (1.6213, -3.0632, -0.2792)
C (-0.1815, -2.4536, -2.3294)
C (0.4434, -1.2259, -2.9539)
N (-0.0966, -0.0513, -2.2197)
C (0.3822, 1.2472, -2.7602)
C (-0.2800, 2.3343, -1.9412)
H (-1.2584, -2.5319, -2.5362)
H (0.2968, -3.3896, -2.6354)
H (0.1758, -1.1479, -4.0206)
H (1.5341, -1.2084, -2.8473)
H (0.0996, 1.3233, -3.8205)
H (1.4734, 1.2666, -2.6777)
H (-1.3636, 2.3843, -2.1022)
H (0.1395, 3.3199, -2.1662)
C (1.5063, 3.0353, 0.0297)
H (-1.1181, -0.0642, -2.3487)
H (2.2624, 2.7172, -0.6973)
H (1.8720, 2.9064, 1.0538)
H (1.2355, 4.0893, -0.1383)
H (1.9131, -2.9076, 0.7684)
H (2.3239, -2.5635, -0.9569)
H (1.5686, -4.1379, -0.4948)
C (-2.5963, -0.0819, -0.2846)
C (-2.4073, 0.2505, 1.0006)
H (-2.6557, -1.1649, -0.6067)
H (-2.6056, 0.6660, -1.1323)
H (-2.3070, -0.5170, 1.8191)
H (-2.0796, 1.2886, 1.3179)
C (-2.0646, -1.1020, 6.1698)
C (-0.5352, -0.9713, 6.1797)
C (-0.1606, 0.4066, 6.7367)
C (0.0530, -2.0639, 7.0848)
C (-0.0071, -1.1450, 4.7485)
C (-0.5528, -2.1380, 3.9271)
C (-0.4565, -2.0297, 2.5498)
N (0.2893, -1.0448, 1.9711)
C (1.1234, -0.3265, 2.7722)
C (0.9412, -0.3050, 4.1698)
C (2.2546, 0.2080, 2.0512)
C (3.4664, 0.5868, 2.6712)
C (4.6349, 0.5471, 1.8865)
C (4.5020, 0.4772, 0.5008)
C (3.2678, 0.2447, -0.0817)
N (2.1664, 0.0677, 0.6976)
C (5.9613, 0.4673, 2.6339)
C (7.1146, 0.1687, 1.6675)
C (6.2262, 1.7893, 3.3584)
C (5.8854, -0.6607, 3.6729)
H (-2.4632, -0.9176, 7.1751)
H (-2.3821, -2.1025, 5.8511)
H (-2.5006, -0.3626, 5.4859)
H (-0.6227, 0.5403, 7.7176)
H (0.9214, 0.5084, 6.8511)
H (-0.5286, 1.1970, 6.0761)
H (-0.1951, -3.0642, 6.7130)
H (1.1456, -1.9772, 7.1379)
H (-0.3484, -1.9649, 8.1010)
H (-1.1163, -2.9811, 4.3360)
H (-0.9787, -2.7270, 1.8702)
H (1.5283, 0.4083, 4.7374)
H (3.4540, 0.7575, 3.7398)
H (5.3678, 0.5514, -0.1827)
H (3.1061, 0.1594, -1.1518)
H (7.2551, 0.9890, 0.9628)
H (8.0353, 0.0463, 2.2411)
H (6.9276, -0.7568, 1.1186)
H (5.4099, 2.0379, 4.0469)
H (7.1557, 1.7131, 3.9359)
H (6.3343, 2.6100, 2.6369)
H (5.1222, -0.4613, 4.4325)
H (5.6457, -1.6144, 3.1874)
H (6.8498, -0.7650, 4.1788)

Atoms 1-6, force components in eV/Å:
Ru -1.1 0.6 1.7
S -0.4 -3.1 -1.0
S 0.1 3.3 -0.5
C 0.0 -0.3 0.1
C -0.2 -0.8 -0.1
C -0.3 0.3 -0.1

Results of the Löwdin charge analysis, in e, for atoms 1 through 2:
1. Ru 1.242
2. S 0.828


Record 3
The following is a quantum chemistry calculation of a structure of composition C35H57CuO3PSi2, from OMol25.

Properties
- ⟨S²⟩: 0.77
- Frontier orbital gap (alpha / beta): 5.389 / 5.248 eV
- HOMO (alpha / beta): -5.40 / -5.26 eV
- Lowest unoccupied orbital energy (alpha / beta): 0.000 / 0.000 Ha
- Multiplicity: 2
- Charge: 0

Atoms and positions in Å:
O (-1.8384, -2.9653, -3.5472)
O (-3.0760, -1.5485, -4.9638)
C (-0.3797, -2.9482, -3.8476)
C (0.4024, -3.6322, -2.7618)
H (-0.0777, -1.8936, -3.9532)
H (-0.2987, -3.4488, -4.8171)
H (0.5097, -3.0012, -1.8755)
H (1.4177, -3.8287, -3.1108)
H (-0.0615, -4.5851, -2.4910)
C (-2.2542, -2.8299, -2.1195)
C (-3.7153, -3.1299, -2.0156)
H (-2.0147, -1.8054, -1.8076)
H (-1.6467, -3.5423, -1.5575)
H (-4.3387, -2.3609, -2.4700)
H (-3.9751, -3.1788, -0.9534)
H (-3.9411, -4.0954, -2.4758)
C (-3.6286, -0.2337, -4.7439)
C (-2.6637, -1.8251, -6.3261)
C (-3.7024, 0.1380, -3.2841)
H (-4.6311, -0.2511, -5.1949)
H (-3.0211, 0.5045, -5.2834)
H (-4.3935, -0.5085, -2.7394)
H (-4.1134, 1.1537, -3.2363)
H (-2.7281, 0.1577, -2.7806)
C (-3.3706, -3.0330, -6.8774)
H (-1.5798, -2.0045, -6.2935)
H (-2.8531, -0.9426, -6.9389)
H (-3.2312, -3.9232, -6.2594)
H (-2.9570, -3.2310, -7.8734)
H (-4.4419, -2.8458, -6.9786)
H (-2.4573, -2.3448, -4.1728)
Cu (1.3437, 1.4685, -0.9729)
C (0.6097, 1.3047, -2.6502)
Si (1.1826, 1.8192, -4.3722)
H (-0.4582, 1.5998, -2.6266)
H (0.5417, 0.1862, -2.6527)
C (2.0735, 0.4657, -5.3200)
C (2.1964, 3.3796, -4.1749)
C (-0.3872, 2.1734, -5.3572)
C (2.9009, 0.2728, -1.0001)
Si (3.9965, 1.5483, -0.1996)
H (3.0888, 0.0068, -2.0544)
H (2.6106, -0.6338, -0.4407)
C (4.5840, 2.8350, -1.4488)
C (5.5102, 0.6022, 0.4156)
C (3.1410, 2.4731, 1.2148)
H (-0.1891, 2.9105, -6.1470)
H (-1.1748, 2.5814, -4.7089)
H (-0.7918, 1.2721, -5.8406)
H (2.9350, 0.0602, -4.7755)
H (2.4431, 0.8642, -6.2757)
H (1.3982, -0.3703, -5.5561)
H (3.0888, 3.2214, -3.5592)
H (1.5790, 4.1494, -3.6914)
H (2.5122, 3.7650, -5.1532)
H (5.6767, -0.2770, -0.2220)
H (5.3775, 0.2545, 1.4479)
H (6.4097, 1.2302, 0.3744)
H (2.8035, 1.7869, 2.0089)
H (2.2601, 3.0460, 0.8823)
H (3.8515, 3.1893, 1.6548)
H (5.5784, 3.1977, -1.1493)
H (3.9080, 3.6997, -1.4942)
H (4.6714, 2.4061, -2.4556)
O (-1.2106, 0.4158, -0.4708)
C (-0.5166, 1.3620, -0.1734)
C (-0.8934, 2.5161, 0.6769)
C (-1.5137, 3.6179, 0.0846)
C (-1.6964, 4.7852, 0.8311)
C (-1.2594, 4.8378, 2.1562)
C (-0.6655, 3.7284, 2.7574)
C (-0.5280, 2.5232, 2.0523)
P (0.4254, 1.1203, 2.7284)
C (-0.0484, 1.2009, 4.4840)
C (0.9527, 0.8568, 5.4196)
C (0.6604, 0.8925, 6.7829)
C (-0.6197, 1.2565, 7.2214)
C (-1.6110, 1.5892, 6.2911)
C (-1.3272, 1.5659, 4.9241)
C (-0.2854, -0.5139, 2.2604)
C (-1.5990, -0.8747, 2.5538)
C (-2.0587, -2.1539, 2.2276)
C (-1.1961, -3.0804, 1.6161)
C (0.1303, -2.7198, 1.3462)
C (0.5951, -1.4531, 1.6815)
H (-1.8192, 3.5528, -0.9593)
H (-2.1559, 5.6551, 0.3638)
H (-1.3782, 5.7601, 2.7342)
H (-0.3058, 3.7966, 3.7849)
H (1.9422, 0.5714, 5.0600)
H (1.4361, 0.6336, 7.5060)
H (-0.8444, 1.2846, 8.2906)
H (-2.6121, 1.8730, 6.6256)
H (-2.1047, 1.8441, 4.2051)
H (-2.2721, -0.1555, 3.0306)
H (-3.0868, -2.4296, 2.4469)
H (-1.5597, -4.0733, 1.3568)
H (0.8066, -3.4380, 0.8721)
H (1.6345, -1.1688, 1.4860)

Atoms 1-6, force components in eV/Å:
O 0.4 -1.0 0.9
O -0.3 0.2 -0.8
C -0.2 0.7 -0.1
C 0.2 -0.1 0.2
H -0.1 -0.3 0.0
H -0.1 0.0 0.2

Results of the Löwdin charge analysis, in e, for atoms 1 through 2:
1. O -0.091
2. O -0.170


Question: The highest charge belongs to which entry?
Answer: C26H43N3RuS2


Question: Which value of charge does entry 1 give?
Answer: 0